Density functional theory data (wB97M-V/def2-TZVPD) for a 2-piece molecular cluster, C3H3Cl2NO overall.

Properties
highest occupied orbital energy	-9.23	eV
molecular weight	140.0	g/mol
2S+1	1
net charge	0
LUMO	0.016	hartree
gap between HOMO and LUMO	0.3554	hartree
energy relative to the best compared isomer or geometry (same formula, charge and spin)	0.597	eV

Geometry as XYZ:
```
10
Properties=species:S:1:pos:R:3:forces:R:3
O -2.135 -1.566 0.641 -0.300 0.143 0.538
C -1.200 -1.270 0.027 -0.816 -0.820 -0.014
N -0.325 -1.117 -0.778 0.395 0.155 -0.104
C 0.968 -0.619 -0.728 -0.313 0.896 0.599
C 1.455 0.055 0.330 2.835 -0.758 -4.331
Cl 3.101 0.729 0.183 -0.676 -0.373 0.017
H 1.410 -0.728 -1.713 0.750 0.124 0.587
H 1.070 0.389 1.196 -1.877 0.469 2.724
Cl -1.754 1.715 0.046 -0.775 0.844 0.668
H -2.591 2.412 0.797 0.777 -0.680 -0.682
```
Positions in Å, forces in eV/Å.